1.
Below is a single C6H8OS molecule at a distorted geometry, with properties calculated with ωB97M-V/def2-TZVPD.

```
16
Properties=species:S:1:pos:R:3
H 1.936 -1.192 -0.810
C -1.966 -0.835 1.217
O 2.669 0.609 -1.576
C 0.256 0.300 0.764
H -2.310 -1.830 1.238
C 1.010 1.239 0.246
C 2.739 -0.651 -1.390
H 1.335 1.943 1.047
H -2.348 -0.342 0.245
H 1.525 2.199 -1.750
S 4.079 -1.438 -1.912
H 0.437 0.714 -1.586
C -0.452 -0.710 1.182
H 0.192 -1.549 1.396
H -2.298 -0.396 2.182
C 1.382 1.294 -1.196
```

Computed properties:
HOMO energy	-8.409	eV
Kohn-Sham gap	0.327	Ha
SMILES	CC=C=CCOC=S
LUMO	0.5	eV

---

2.
Below is a single C6H8S molecule at a distorted geometry, with properties calculated with ωB97M-V/def2-TZVPD.

```
15
Properties=species:S:1:pos:R:3
H 1.966 0.106 0.264
C -0.330 -1.184 -0.962
H 0.834 -0.921 1.209
H 0.088 1.189 -0.826
H -2.815 0.883 -1.493
S -2.815 1.172 -0.160
H -0.723 -1.010 -1.962
C -1.987 -2.028 0.838
C -1.423 -1.300 0.034
H -1.579 0.459 1.451
C -1.489 0.149 0.476
H 0.885 0.949 1.451
H 0.442 -1.953 -0.973
C 1.036 0.077 0.827
C -0.096 0.273 -0.199
```

Computed properties:
HOMO energy	-9.327	eV
Kohn-Sham gap	0.342	Ha
LUMO	0.0	eV

---

3.
Below is a single C6H8S molecule at a distorted geometry, with properties calculated with ωB97M-V/def2-TZVPD.

```
15
Properties=species:S:1:pos:R:3
H -0.032 -2.018 -0.712
H 0.820 -1.933 1.978
H -1.610 -1.615 -0.039
C 0.684 -0.897 1.752
H 2.205 0.967 -0.535
C -0.682 -1.163 -0.390
C -0.883 -0.124 -1.508
H 1.150 -0.167 2.439
C -0.040 1.030 0.295
H -0.571 1.646 0.937
C 0.047 -0.399 0.692
S 1.608 1.883 0.285
H -1.227 -0.425 -2.442
H -0.801 2.091 -1.648
C -0.668 1.121 -1.103
```

Computed properties:
HOMO energy	-8.879	eV
Kohn-Sham gap	0.361	Ha
SMILES	C=C1CC=C[C@@H]1S
LUMO	0.9	eV

---

4.
Below is a single C6H8S molecule at a distorted geometry, with properties calculated with ωB97M-V/def2-TZVPD.

```
15
Properties=species:S:1:pos:R:3
H -2.141 1.785 -0.492
S -1.607 -0.790 -0.616
H 0.731 -2.451 1.198
H 0.030 2.306 -1.089
H 0.363 -1.998 -1.018
H 1.745 -0.932 0.962
C 0.655 -1.343 1.044
H 0.366 1.762 0.550
H -1.664 0.984 1.027
H 0.108 -0.855 1.755
C -1.416 1.019 -0.136
C 0.020 1.436 -0.405
C 0.199 -1.111 -0.411
C 1.794 -0.190 -1.486
C 0.817 0.379 -0.882
```

Computed properties:
HOMO energy	-8.951	eV
Kohn-Sham gap	0.344	Ha
LUMO	0.4	eV

---

5.
Below is a 2-piece molecular cluster, C6H8S3Si overall at a distorted geometry, with properties calculated with ωB97M-V/def2-TZVPD.

```
18
Properties=species:S:1:pos:R:3
H 0.067 4.953 -0.622
C -0.121 -0.713 0.163
H 1.373 -3.671 0.507
H -1.731 0.153 1.342
C 0.797 -1.665 -0.192
C 0.745 -2.771 0.702
H 1.390 -1.820 -1.048
C -1.021 -1.880 2.054
Si 0.739 2.282 -1.356
S 2.089 3.043 -2.870
S 0.733 3.942 0.108
H 1.216 3.932 -3.174
S -1.305 2.362 -2.213
H -1.871 -2.023 2.825
C -0.093 -2.881 1.784
H -0.199 -3.918 2.277
C -1.051 -0.736 1.183
H -1.756 1.411 -1.470
```

Computed properties:
HOMO energy (alpha / beta)	-8.918 / -8.742	eV
Kohn-Sham gap (alpha / beta)	0.250 / 0.294	Ha
LUMO (alpha / beta)	-2.1 / -0.7	eV

---

6.
Below is a single C6H9BBrNO3 molecule at a distorted geometry, with properties calculated with ωB97M-V/def2-TZVPD.

```
21
Properties=species:S:1:pos:R:3
C -0.781 1.437 -1.380
C 1.667 0.980 -1.542
H -0.437 -4.003 0.324
H 0.991 -3.076 1.262
H -0.793 -2.487 1.241
O -1.460 0.535 2.206
N 1.523 -0.287 -1.109
C -1.139 0.668 -0.335
O 0.295 1.890 1.203
H 0.740 2.430 -2.572
H 2.736 1.344 -1.702
H -1.538 1.648 -2.099
H 0.576 -0.511 0.707
Br -3.011 0.057 -0.479
C 0.559 1.780 -1.728
C 0.767 -0.933 -0.335
H -1.292 0.803 3.051
C -0.003 -2.949 0.682
O 0.499 -2.255 -0.486
H 0.819 1.945 1.945
B -0.719 0.982 1.149
```

Computed properties:
HOMO energy	-7.921	eV
Kohn-Sham gap	0.294	Ha
SMILES	CO/C=N/C=C\C=C(\Br)B(O)O
LUMO	0.1	eV

---

7.
Below is a 3-piece molecular cluster, C6H9Br overall at a distorted geometry, with properties calculated with ωB97M-V/def2-TZVPD.

```
16
Properties=species:S:1:pos:R:3
C 0.391 0.536 -1.970
C -0.048 0.441 1.586
H 0.772 -1.414 0.193
H 0.338 1.663 -2.334
C -1.446 0.193 1.138
C 1.014 0.168 2.321
H -0.506 -1.301 -1.668
Br 1.280 -2.754 0.022
H 1.145 0.207 -1.351
C -0.526 -0.351 -2.190
H 1.024 -0.859 2.728
H -2.076 -0.553 1.046
H -0.935 2.175 0.282
C -0.867 1.304 0.721
H -1.485 -0.133 -2.589
H 1.923 0.678 2.066
```

Computed properties:
HOMO energy	-8.593	eV
Kohn-Sham gap	0.345	Ha
SMILES	C=C1C=C1.C=C.Br
LUMO	0.8	eV

---

8.
Below is C6H9Br2N2O4S2 as an isolated structure, with properties calculated with ωB97M-V/def2-TZVPD.

```
25
Properties=species:S:1:pos:R:3
O -1.841 2.102 -1.383
H 2.388 0.812 -1.199
C 2.217 0.184 -0.325
C -3.329 -0.159 -0.678
H 2.584 0.690 0.568
H 2.885 -1.040 -2.371
C -3.111 0.382 0.713
C 3.084 -1.969 0.762
H 2.128 -2.137 1.264
S 0.433 0.086 -0.155
Br -4.076 -0.582 2.039
O -1.183 3.641 0.422
C 2.852 -1.178 -0.493
O 0.155 -0.720 1.018
Br -2.008 1.880 2.861
H -3.661 0.633 -1.346
C -2.311 1.383 1.070
H -4.069 -0.956 -0.652
S -1.257 2.298 -0.081
H 3.716 -1.409 1.457
H -2.392 -0.550 -1.081
N 0.159 1.630 0.101
N 3.164 -1.671 -1.619
H 3.554 -2.919 0.514
O -0.077 -0.432 -1.407
```

Computed properties:
HOMO energy	-5.986	eV
Kohn-Sham gap	0.321	Ha
LUMO	2.8	eV
net charge	-1

---

9.
Below is a single C6H9BrN3O2PS molecule, with properties calculated with ωB97M-V/def2-TZVPD.

```
23
Properties=species:S:1:pos:R:3
N -1.301 1.293 -1.865
H -1.766 0.112 1.759
C -0.601 0.753 -1.126
H -3.088 0.266 -0.028
N -2.885 -0.701 0.187
H 0.573 2.668 0.195
C -1.795 -0.791 1.150
S 2.543 1.527 1.811
H -2.654 -1.138 -0.697
C 0.454 -1.453 1.738
C -0.371 -1.053 0.595
C 0.300 0.144 -0.145
N 1.092 -1.721 2.659
P 0.779 1.568 1.034
O 2.089 0.944 -1.510
H -0.305 1.621 1.925
H -2.001 -1.611 1.840
Br -0.462 -2.630 -0.565
C 1.598 -0.232 -0.890
H 1.807 1.391 -3.312
H 1.386 -0.967 -1.660
H 2.336 -0.635 -0.194
O 2.272 0.645 -2.902
```

Computed properties:
HOMO energy	-9.431	eV
Kohn-Sham gap	0.338	Ha
SMILES	N#C[C@@](Br)(CN)[C@](C#N)(COO)[PH2]=S
LUMO	-0.2	eV

---

10.
Below is a single C6H9BrNOP molecule at a distorted geometry, with properties calculated with ωB97M-V/def2-TZVPD.

```
19
Properties=species:S:1:pos:R:3
N -0.206 1.836 1.625
C 1.882 1.394 -0.011
C 1.197 2.095 1.242
C -1.314 -2.675 -0.462
H -0.999 -2.470 0.624
Br 2.324 0.964 2.852
H 1.795 2.834 1.872
H 1.432 -0.129 -1.791
H -2.162 0.710 1.120
H -0.254 -1.452 -3.017
H -0.408 -3.134 -1.028
C -1.075 0.942 0.852
H -0.645 2.273 2.457
O -1.168 -1.064 -2.988
H -2.232 -3.359 -0.457
H 2.975 1.588 -0.290
C 1.013 0.425 -0.880
C -0.496 0.210 -0.394
P -1.658 -0.986 -1.325
```

Computed properties:
HOMO energy	-7.632	eV
Kohn-Sham gap	0.263	Ha
SMILES	CP(O)C1=CN[C@@H](Br)C=C1
LUMO	-0.5	eV

---

11.
Below is a 2-piece molecular cluster, C6H9BrNS overall at a distorted geometry, with properties calculated with ωB97M-V/def2-TZVPD.

```
18
Properties=species:S:1:pos:R:3
H 1.201 0.344 -1.791
H 1.462 0.192 2.711
Br -2.962 -0.406 1.068
C 1.205 -0.114 1.664
H -2.682 -1.638 -2.448
C 0.406 -1.110 1.322
N -3.062 -0.922 -1.699
H 0.207 -1.982 1.960
C -2.549 -1.515 -0.404
H -4.137 -1.117 -1.663
H 2.039 2.868 0.147
C 2.547 1.876 0.525
H -2.813 0.061 -1.930
C 1.556 0.742 0.517
C 1.114 0.175 -0.663
H 3.203 2.073 1.363
S 0.077 -1.257 -0.340
H 3.189 1.730 -0.341
```

Computed properties:
HOMO energy	-12.274	eV
Kohn-Sham gap	0.246	Ha
LUMO	-5.6	eV
net charge	+1

---

12.
Below is C6H9BrNS as an isolated structure at a distorted geometry, with properties calculated with ωB97M-V/def2-TZVPD.

```
18
Properties=species:S:1:pos:R:3
H 0.947 -1.567 -0.957
C -1.241 0.587 -1.619
H 1.478 -1.747 0.760
C -1.022 0.449 -0.127
C 1.633 -1.315 -0.184
H 2.567 -1.644 -0.637
H -1.721 -0.414 -1.860
H -2.185 1.143 -1.879
H 2.262 0.755 0.452
N 0.208 0.521 0.367
H -3.099 0.433 0.692
H -0.469 0.813 -2.340
C -0.029 0.312 2.247
C -2.050 0.394 0.784
C 1.464 0.331 -0.121
Br 1.435 -0.133 3.107
S -1.646 0.391 2.491
H 1.468 0.693 -1.176
```

Computed properties:
HOMO energy (alpha / beta)	-11.240 / -14.416	eV
Kohn-Sham gap (alpha / beta)	0.263 / 0.280	Ha
spin multiplicity	3
LUMO (alpha / beta)	-4.1 / -6.8	eV
net charge	+1

---

13.
Below is C6H9CdO4 as an isolated structure at a distorted geometry, with properties calculated with ωB97M-V/def2-TZVPD.

```
20
Properties=species:S:1:pos:R:3
C -1.028 -0.927 -2.197
H -0.959 -1.212 2.338
O 2.746 0.434 -0.238
C -0.031 0.668 1.612
C 2.242 0.775 0.868
C -0.993 -0.269 -0.848
H -2.071 -0.971 -2.557
H -0.061 1.506 0.905
H 0.022 1.020 2.651
H -1.681 -1.978 0.178
H -0.860 0.817 -0.881
C -1.404 -0.922 0.262
O -0.240 -0.171 -3.104
H -0.655 -1.962 -2.120
Cd 3.925 2.141 -0.127
C -1.220 -0.404 1.639
O 1.266 0.081 1.435
H 0.620 -0.588 -3.195
O 2.529 1.889 1.389
H -2.146 0.075 1.991
```

Computed properties:
HOMO energy (alpha / beta)	-7.731 / -9.269	eV
Kohn-Sham gap (alpha / beta)	0.310 / 0.297	Ha
spin multiplicity	2
LUMO (alpha / beta)	0.7 / -1.2	eV

---

14.
Below is a single C6H9Cl molecule at a distorted geometry, with properties calculated with ωB97M-V/def2-TZVPD.

```
16
Properties=species:S:1:pos:R:3
H -0.523 1.605 -1.595
H -2.676 0.109 1.453
H -1.946 1.740 0.982
H 3.552 -0.386 -0.011
C 1.437 -0.719 0.000
Cl -1.770 -1.691 -0.422
C -0.303 0.737 -0.958
H 0.698 -1.475 0.261
C -1.857 0.649 0.985
C -1.590 0.115 -0.437
H 2.990 -1.911 0.752
H -0.970 0.383 1.618
C 0.933 0.449 -0.715
H -2.429 0.359 -1.064
C 2.707 -1.010 0.231
H 1.748 1.048 -1.081
```

Computed properties:
HOMO energy	-9.091	eV
Kohn-Sham gap	0.366	Ha
SMILES	C=C/C=C\[C@H](C)Cl
LUMO	0.9	eV